159
Properties=species:S:1:pos:R:3:forces:R:3 method="wB97M-V/def2-TZVPD" e_lumo_ev=0.37 fmax_ev_per_a=0.68 homo_ev=-9.1 orbital_gap_ev=9.5
N -0.471568 -0.299654 -4.189368 -0.085 -0.092 -0.003
C -0.765921 1.125083 -4.173453 -0.002 0.394 -0.165
N -1.865513 1.441300 -3.259678 0.322 -0.536 0.266
C -1.294193 1.506445 -1.979465 0.047 -0.109 -0.135
O -1.680692 0.943190 -0.986260 -0.235 0.418 -0.046
C -0.071143 2.380380 -2.169425 0.014 -0.040 -0.116
C 0.435129 1.896160 -3.530758 -0.086 -0.101 0.059
I 1.220785 3.461215 -4.743043 -0.029 0.075 -0.073
H -0.394415 -0.681377 -5.121733 0.055 0.019 0.004
H -1.135180 -0.847346 -3.657629 -0.017 0.050 -0.002
H -0.982707 1.491585 -5.176492 0.013 0.005 0.005
H -2.681806 0.847759 -3.340713 0.043 -0.060 0.045
H 0.644395 2.318889 -1.355337 0.013 -0.107 -0.028
H -0.438103 3.404588 -2.257848 0.060 0.016 0.152
H 1.250100 1.188453 -3.437386 0.030 0.028 0.037
F -7.937941 2.790468 -3.007757 0.039 0.015 0.023
C -6.897099 3.082734 -2.185767 -0.061 -0.041 -0.098
C -7.067613 4.055319 -1.222545 0.113 0.001 0.013
C -5.990778 4.339231 -0.392887 0.084 -0.054 0.031
C -4.791578 3.656431 -0.540164 -0.006 0.038 -0.008
C -4.654133 2.686209 -1.521854 0.060 -0.001 0.053
C -5.717566 2.387443 -2.361773 0.021 0.052 0.053
H -8.010273 4.573413 -1.123682 -0.005 -0.017 0.007
H -6.076516 5.094404 0.374362 -0.111 0.020 -0.037
H -3.955934 3.883177 0.109249 -0.002 -0.010 0.008
H -3.710648 2.164494 -1.610873 -0.175 -0.025 -0.015
H -5.650744 1.638167 -3.138916 -0.003 -0.006 0.000
F 1.989069 -1.495836 -5.834284 0.056 -0.015 -0.091
C 2.303061 -2.664923 -5.226027 -0.068 0.101 0.024
C 1.981806 -2.806298 -3.890551 0.030 -0.029 0.002
C 2.279545 -4.009981 -3.269262 -0.016 0.034 0.007
C 2.887954 -5.034195 -3.982238 0.053 -0.007 -0.045
C 3.205789 -4.854013 -5.320629 0.020 -0.016 -0.062
C 2.913516 -3.656863 -5.963480 -0.027 -0.030 0.069
H 1.503343 -1.986130 -3.372793 -0.017 -0.007 0.000
H 2.022311 -4.150053 -2.228034 0.010 -0.021 -0.005
H 3.105665 -5.974597 -3.494087 -0.007 0.008 0.014
H 3.675932 -5.653151 -5.880866 -0.002 -0.002 0.012
H 3.141906 -3.492915 -7.007363 0.004 0.000 -0.003
F -5.858549 7.165665 1.283164 -0.108 0.159 0.091
C -4.845447 7.802235 1.913538 0.027 -0.149 -0.123
C -4.831032 9.180704 1.942388 0.054 -0.023 0.034
C -3.751819 9.804975 2.555266 -0.018 0.033 -0.017
C -2.722386 9.057094 3.110325 -0.020 -0.008 0.016
C -2.773476 7.670048 3.068086 -0.026 -0.044 -0.011
C -3.848159 7.028681 2.470266 0.064 0.044 -0.025
H -5.637590 9.738770 1.487984 -0.002 0.005 0.001
H -3.715440 10.886133 2.588652 0.005 -0.004 0.004
H -1.881385 9.553258 3.576094 -0.004 0.003 0.003
H -1.971881 7.077961 3.486595 -0.019 0.059 0.042
H -3.911095 5.950382 2.412806 -0.005 -0.003 0.004
F 0.896098 -6.557937 -2.166785 -0.064 -0.028 0.108
C 1.155817 -7.738760 -1.549607 -0.004 0.127 -0.127
C 0.774441 -7.900192 -0.233810 0.001 -0.075 -0.038
C 1.052575 -9.119762 0.370353 -0.026 0.007 0.044
C 1.701102 -10.127918 -0.331829 0.040 0.071 0.002
C 2.076824 -9.919853 -1.652520 -0.036 -0.082 -0.033
C 1.794064 -8.716478 -2.282513 0.040 -0.030 0.099
H 0.271958 -7.095913 0.286162 -0.003 0.004 0.004
H 0.758952 -9.280993 1.399819 0.008 -0.003 -0.004
H 1.918491 -11.069408 0.153308 0.001 -0.012 0.008
H 2.588269 -10.696809 -2.204461 0.002 -0.002 0.014
H 2.067876 -8.530429 -3.311523 -0.001 -0.014 -0.005
F 0.160338 6.445816 3.881453 0.095 -0.035 -0.012
C 0.782713 6.051070 2.740460 -0.098 0.054 0.081
C 0.785746 4.709174 2.423066 0.018 -0.002 -0.092
C 1.418394 4.321954 1.248753 0.000 -0.040 0.014
C 2.026382 5.262817 0.429603 0.004 -0.004 0.026
C 2.001452 6.604822 0.783769 0.005 0.073 -0.013
C 1.372630 7.016060 1.951148 0.032 -0.064 -0.036
H 0.305650 3.992277 3.074938 -0.009 0.009 0.010
H 1.434271 3.273776 0.979407 0.004 0.001 0.010
H 2.521867 4.951921 -0.480356 -0.008 0.002 -0.014
H 2.472319 7.344373 0.148728 -0.027 -0.008 -0.022
H 1.333202 8.055238 2.247803 -0.011 0.006 -0.005
F -10.169625 4.780972 -0.006898 -0.024 0.005 -0.025
C -11.150120 4.787053 -0.940555 0.075 -0.001 0.101
C -10.899725 4.203618 -2.165372 -0.110 0.065 -0.034
C -11.918203 4.220798 -3.109359 0.033 -0.035 -0.043
C -13.143256 4.806156 -2.822360 0.013 -0.001 0.020
C -13.357291 5.383394 -1.578285 -0.020 0.020 0.026
C -12.354536 5.378797 -0.618889 -0.018 -0.023 -0.062
H -9.938057 3.758087 -2.375806 -0.032 -0.026 0.020
H -11.746035 3.768964 -4.077713 -0.006 0.008 0.000
H -13.929003 4.812924 -3.565573 0.001 -0.001 -0.001
H -14.310209 5.842166 -1.348522 0.001 -0.004 -0.006
H -12.492099 5.819747 0.358489 0.001 0.002 0.003
F -1.551599 -5.131149 0.193433 -0.019 -0.002 -0.017
C -2.582324 -5.183325 -0.682584 0.105 -0.001 0.077
C -2.406598 -5.875699 -1.862907 -0.089 0.026 -0.031
C -3.471139 -5.926161 -2.752662 0.014 -0.008 -0.018
C -4.671114 -5.294591 -2.455088 0.015 0.004 0.013
C -4.809999 -4.604337 -1.258607 -0.024 0.024 0.025
C -3.758830 -4.541807 -0.353957 -0.014 -0.027 -0.055
H -1.459186 -6.348218 -2.075276 0.024 -0.007 -0.001
H -3.355995 -6.463049 -3.685423 -0.007 0.003 0.002
H -5.495845 -5.338769 -3.153565 0.000 -0.002 0.000
H -5.742613 -4.108441 -1.022763 0.001 -0.004 -0.005
H -3.838984 -4.010797 0.584242 0.001 0.004 0.001
F 0.895378 -13.096135 1.397074 -0.028 0.007 -0.009
C -0.443395 -13.257154 1.274448 0.126 0.012 0.014
C -1.112964 -12.523166 0.317345 -0.104 -0.035 0.023
C -2.485678 -12.700686 0.205496 -0.002 0.037 -0.033
C -3.154761 -13.589916 1.034575 0.025 -0.004 0.007
C -2.447371 -14.311153 1.986681 -0.002 -0.021 0.025
C -1.075036 -14.149848 2.115952 -0.046 0.019 -0.035
H -0.574975 -11.831059 -0.314894 0.031 0.002 -0.001
H -3.032522 -12.134645 -0.537435 -0.004 -0.005 0.006
H -4.224208 -13.720207 0.939797 0.000 0.000 0.000
H -2.963714 -15.005602 2.636513 -0.004 0.003 -0.006
H -0.498193 -14.698069 2.847669 0.001 -0.001 0.003
F 7.244583 7.265772 0.219141 -0.004 0.008 0.013
C 6.814308 7.695067 1.425617 0.021 -0.015 -0.073
C 7.739557 8.192032 2.320610 -0.047 -0.002 0.006
C 7.284535 8.628328 3.557668 0.014 -0.001 0.024
C 5.935716 8.558392 3.878136 0.005 -0.004 -0.009
C 5.032280 8.048320 2.955398 -0.042 -0.017 -0.006
C 5.466306 7.612174 1.711826 0.025 -0.008 0.060
H 8.786484 8.224428 2.054398 0.002 0.003 0.001
H 7.996757 9.014250 4.274800 -0.004 -0.002 -0.001
H 5.590222 8.894574 4.846480 0.001 0.001 0.000
H 3.980501 7.978073 3.202619 0.004 0.002 0.004
H 4.783630 7.202776 0.980831 0.010 -0.014 -0.005
F 10.258724 7.540535 4.180058 0.096 0.022 0.022
C 10.294908 6.441743 4.969488 -0.086 0.066 -0.076
C 9.226299 5.569589 4.920865 0.041 -0.025 0.052
C 9.266052 4.446291 5.734955 -0.040 -0.013 -0.017
C 10.352294 4.217304 6.568551 0.003 0.017 -0.010
C 11.408597 5.117301 6.590947 0.036 0.011 0.016
C 11.389748 6.247944 5.785410 -0.032 -0.053 0.007
H 8.392954 5.778345 4.263717 -0.003 -0.002 -0.001
H 8.439537 3.747958 5.715307 0.006 0.000 0.005
H 10.375285 3.339507 7.199931 -0.001 0.000 0.000
H 12.256821 4.942492 7.239929 -0.005 -0.005 -0.001
H 12.198321 6.965472 5.782020 0.002 0.002 0.001
F 3.977383 -10.021514 -4.201852 0.034 -0.055 -0.052
C 4.848998 -9.637383 -5.163277 -0.076 0.054 0.098
C 5.216729 -8.307884 -5.213777 0.040 -0.034 -0.043
C 6.107589 -7.913311 -6.201985 0.001 0.039 0.013
C 6.607334 -8.838398 -7.108478 -0.013 -0.007 0.013
C 6.217127 -10.167710 -7.025605 0.002 -0.040 -0.016
C 5.327631 -10.583959 -6.044046 0.019 0.055 -0.028
H 4.818327 -7.611534 -4.488065 0.004 0.003 0.002
H 6.413887 -6.876550 -6.257917 0.000 -0.004 -0.004
H 7.301755 -8.524605 -7.875819 0.000 0.000 0.000
H 6.606157 -10.891690 -7.729543 0.003 0.007 0.001
H 5.007314 -11.612713 -5.956932 -0.001 -0.003 -0.001
F 2.749962 3.124938 6.602535 -0.013 0.005 0.008
C 1.412401 3.165145 6.785166 0.067 -0.026 -0.022
C 0.673266 4.074546 6.056136 0.000 -0.006 0.077
C -0.700393 4.109343 6.250712 -0.013 0.032 -0.047
C -1.307126 3.245491 7.152180 0.022 -0.001 -0.004
C -0.533731 2.342451 7.868430 0.000 -0.029 0.029
C 0.842256 2.293914 7.691071 -0.047 0.025 -0.029
H 1.168603 4.743780 5.367922 0.017 0.002 0.015
H -1.293911 4.821603 5.691591 -0.002 -0.003 0.007
H -2.378304 3.277582 7.297972 0.000 0.000 -0.001
H -1.001549 1.667662 8.573471 -0.003 0.004 -0.005
H 1.467078 1.600012 8.235857 0.002 -0.001 0.002